No. 1
6
Properties=species:S:1:pos:R:3:lowdin_charge:R:1 method="wB97M-V/def2-TZVPD" gap_ha=0.2077 e_above_lowest_kcal_mol=48.25
C 0.39 0.58 -0.33 -1.706
S -0.62 0.91 0.90 0.453
Cl 0.21 -2.27 0.46 -0.423
Cl 0.14 -0.09 -1.86 0.647
Cl -2.24 -0.23 0.79 0.241
Br 2.12 1.11 0.05 0.788

---

No. 2
52
Properties=species:S:1:pos:R:3:lowdin_charge:R:1 method="wB97M-V/def2-TZVPD" gap_ha=0.3102 e_above_lowest_kcal_mol=5.04 smiles="Cc1ccc(NC(=O)CN(C)CC(=O)Nc2sc3c(c2C(N)=O)CCC3)cc1"
C 0.99 -3.78 4.79 -0.059
C 1.18 -3.51 3.33 -0.293
C 1.40 -2.22 2.86 -0.047
C 1.59 -1.98 1.51 -0.015
C 1.55 -3.03 0.60 -0.210
C 1.32 -4.32 1.06 -0.005
C 1.14 -4.55 2.41 -0.044
H 0.97 -5.56 2.75 0.112
H 1.29 -5.14 0.36 0.099
N 1.75 -2.72 -0.75 0.143
C 1.57 -3.50 -1.83 -0.460
O 1.24 -4.67 -1.83 0.059
C 1.84 -2.76 -3.15 -0.102
N 1.71 -1.33 -3.00 -0.248
C 2.41 -0.55 -4.00 -0.072
H 3.45 -0.84 -4.02 0.089
H 2.35 0.50 -3.73 0.091
H 1.99 -0.67 -5.01 0.091
C 0.34 -0.88 -2.81 -0.089
C 0.32 0.17 -1.71 -0.438
O 1.18 0.25 -0.84 -0.037
N -0.74 1.00 -1.71 0.114
C -0.93 1.94 -0.72 -0.414
C -2.01 2.81 -0.66 -0.111
C -1.91 3.61 0.51 -0.223
C -0.80 3.34 1.25 -0.484
S 0.19 2.09 0.58 1.186
C -0.67 4.20 2.46 -0.170
H -0.43 3.63 3.35 0.109
H 0.11 4.94 2.31 0.113
C -2.07 4.85 2.54 -0.159
H -2.01 5.89 2.85 0.106
H -2.67 4.31 3.27 0.111
C -2.71 4.71 1.14 -0.139
H -3.77 4.47 1.23 0.110
H -2.61 5.64 0.57 0.118
C -3.02 2.79 -1.72 -0.472
O -2.99 1.99 -2.65 0.028
N -4.00 3.72 -1.64 0.193
H -4.02 4.41 -0.90 0.077
H -4.70 3.74 -2.36 0.117
H -1.50 1.01 -2.41 0.129
H -0.11 -0.47 -3.72 0.135
H -0.27 -1.71 -2.46 0.146
H 1.20 -3.19 -3.93 0.135
H 2.88 -2.98 -3.42 0.133
H 1.96 -1.74 -0.94 0.115
H 1.75 -0.97 1.16 0.094
H 1.43 -1.39 3.56 0.108
H 0.77 -2.86 5.33 0.071
H 1.90 -4.21 5.21 0.081
H 0.19 -4.49 4.96 0.076

---

No. 3
97
Properties=species:S:1:pos:R:3:lowdin_charge:R:1 method="wB97M-V/def2-TZVPD" gap_ha=0.2619
C -5.46 -0.92 1.97 -0.149
C -5.92 -1.18 0.41 -0.240
C -4.64 -1.50 -0.61 -0.205
C -4.56 -0.48 -1.89 -0.201
C -3.00 -0.18 -2.41 -0.179
C -2.43 1.24 -1.73 -0.160
C -1.01 1.02 -0.94 -0.249
C -0.99 1.61 0.62 -0.386
C -2.27 0.85 1.40 -0.105
C -2.19 1.06 3.06 -0.149
C -1.72 -0.32 3.86 -0.150
C -0.91 -0.12 5.28 -0.027
C -0.40 -1.49 6.11 -0.069
C -0.71 -3.02 5.57 -0.078
C -1.55 -3.22 4.15 -0.059
C -2.02 -1.85 3.36 -0.061
C 0.27 1.13 1.52 -0.451
Cl 0.72 -0.72 1.46 0.586
C 1.11 1.89 2.47 -0.578
C 0.83 3.46 2.76 -0.143
Cl 2.50 1.07 3.43 0.546
O -1.37 3.00 0.61 -0.217
S -0.65 3.97 -0.57 0.776
O 0.13 5.22 0.01 -0.425
O -1.84 4.61 -1.38 -0.346
C 0.61 3.09 -1.68 -0.811
I 2.56 3.38 -0.62 1.013
P 0.76 4.12 -3.27 0.617
N -0.58 4.28 -4.15 -0.200
O 1.99 3.50 -4.39 -0.259
O 1.27 5.75 -2.76 -0.272
C 0.23 1.50 -1.89 -0.805
Cl -0.08 1.07 -3.71 0.601
P 1.88 0.51 -1.59 0.745
C 3.09 0.77 -3.09 -0.349
C 1.39 -1.36 -1.84 -0.330
H -4.76 -1.80 2.32 0.059
H -4.97 0.15 2.14 0.062
H -6.39 -0.95 2.71 0.086
H -6.69 -2.10 0.46 0.111
H -6.55 -0.25 0.08 0.098
H -3.65 -1.61 0.00 0.086
H -4.87 -2.58 -1.05 0.111
H -5.14 0.51 -1.60 0.105
H -5.21 -0.98 -2.76 0.122
H -3.04 -0.14 -3.57 0.104
H -2.36 -1.11 -2.11 0.093
H -2.40 2.12 -2.54 0.121
H -3.34 1.59 -1.03 0.115
H -0.90 -0.16 -0.81 0.114
H -3.31 1.36 1.12 0.128
H -2.30 -0.27 1.08 0.093
H -3.30 1.25 3.44 0.120
H -1.59 2.01 3.38 0.101
H -0.67 0.96 5.71 0.096
H 0.19 -1.41 7.14 0.079
H -0.37 -4.00 6.12 0.074
H -1.80 -4.28 3.68 0.091
H -2.59 -2.04 2.33 0.067
H 1.27 3.68 3.85 0.092
H -0.32 3.76 2.86 0.100
H 1.37 4.23 2.06 0.043
H -0.81 5.32 -4.14 0.024
H 2.90 3.80 -4.02 0.067
H 2.17 5.96 -3.18 0.093
H 2.64 0.40 -4.11 0.039
H 4.00 0.03 -2.86 0.068
H 3.56 1.84 -3.12 0.001
H 1.99 -1.85 -2.75 0.056
H 0.26 -1.49 -2.10 0.028
H 1.73 -1.96 -0.88 0.026
C -0.67 -4.45 -6.34 -0.020
C -0.66 -3.96 -4.90 -0.354
C 0.00 -4.92 -3.96 -0.118
O -0.65 -4.63 -2.73 0.057
C -1.90 -4.19 -3.06 -0.506
O -2.83 -4.08 -2.27 0.124
O -1.99 -3.90 -4.39 0.086
H 0.35 -4.59 -6.72 0.092
H -1.22 -5.39 -6.43 0.093
H -1.18 -3.73 -6.98 0.090
H -0.22 -2.96 -4.84 0.157
H 1.08 -4.74 -3.87 0.142
H -0.17 -5.97 -4.20 0.143
C 7.18 0.18 4.97 -0.021
C 7.00 0.87 3.63 -0.350
C 5.94 0.25 2.77 -0.130
O 6.38 0.57 1.47 0.062
C 7.74 0.67 1.54 -0.505
O 8.48 0.70 0.57 0.132
O 8.17 0.73 2.84 0.086
H 6.26 0.21 5.56 0.091
H 7.48 -0.86 4.83 0.093
H 7.98 0.66 5.54 0.088
H 6.82 1.94 3.78 0.163
H 4.95 0.67 2.96 0.059
H 5.90 -0.84 2.86 0.147

---

No. 4
27
Properties=species:S:1:pos:R:3:lowdin_charge:R:1 method="wB97M-V/def2-TZVPD" gap_ha=0.3669 e_above_lowest_kcal_mol=0.00
C -0.37 -1.33 -0.22 -0.532
C 3.27 1.91 -0.45 -0.092
C 0.73 -0.98 0.61 -0.135
C 2.83 0.73 0.41 -0.270
C 1.76 -0.16 -0.30 -0.155
C -1.67 -1.47 0.56 -0.532
O -0.39 -1.58 -1.43 0.050
O -1.50 0.61 2.17 -0.256
O -3.44 0.52 0.60 -0.379
O -1.28 1.16 -0.19 -0.666
P -3.14 -1.93 -0.43 0.877
P -1.76 1.60 -1.67 0.876
S -2.05 0.28 0.90 0.525
H 2.32 2.55 -0.41 0.109
H 3.34 1.56 -1.44 0.046
H 4.17 2.36 -0.13 0.057
H 1.23 -1.89 1.11 0.174
H 0.37 -0.36 1.47 0.115
H 3.61 0.13 0.89 0.111
H 2.42 1.16 1.22 0.045
H 1.11 0.50 -1.03 0.122
H 2.36 -0.85 -0.97 0.127
H -1.59 -1.89 1.56 0.110
H -2.95 -3.43 -0.56 -0.042
H -3.92 -1.82 0.67 -0.098
H -2.97 2.19 -1.14 -0.064
H -2.53 0.45 -1.78 -0.121

---

No. 5
9
Properties=species:S:1:pos:R:3:lowdin_charge:R:1 method="wB97M-V/def2-TZVPD" gap_ha=0.3497 e_above_lowest_kcal_mol=44.13
C 0.57 0.66 0.58 -0.441
C -0.22 -0.35 -0.18 -0.621
O -0.39 -0.30 -1.42 0.111
F -0.20 -1.63 0.29 0.086
F -2.02 -0.05 0.33 -0.312
I 2.62 0.37 -0.24 0.788
H 0.41 1.74 0.63 0.064
H 0.47 0.39 1.69 0.110
H -1.23 -0.84 -1.69 0.215

---

No. 6
47
Properties=species:S:1:pos:R:3:lowdin_charge:R:1 method="wB97M-V/def2-TZVPD" gap_ha=0.2881 e_above_lowest_kcal_mol=0.00 smiles="O=C(NCCN1CCOCC1)c1cc(-c2ccc(Cl)s2)nc2ccccc12"
O 1.90 2.01 -2.31 0.079
C 1.40 1.23 -1.54 -0.445
N 1.88 -0.02 -1.33 0.071
H 1.47 -0.60 -0.61 0.121
C 3.09 -0.48 -1.97 -0.144
H 3.19 0.09 -2.90 0.121
H 3.00 -1.54 -2.21 0.118
C 4.37 -0.23 -1.12 -0.167
N 4.63 -1.13 -0.03 -0.180
C 3.68 -1.13 1.05 -0.174
C 4.31 -1.86 2.24 -0.195
O 4.64 -3.19 1.90 -0.131
C 5.54 -3.21 0.81 -0.197
C 4.95 -2.50 -0.41 -0.171
H 5.68 -2.49 -1.22 0.127
H 4.06 -3.06 -0.74 0.123
H 5.73 -4.26 0.60 0.125
H 6.48 -2.71 1.09 0.127
H 3.61 -1.93 3.08 0.125
H 5.21 -1.32 2.56 0.128
H 3.45 -0.10 1.33 0.129
H 2.74 -1.65 0.79 0.119
H 5.23 -0.27 -1.79 0.120
H 4.31 0.78 -0.71 0.126
C 0.16 1.52 -0.74 -0.053
C -0.84 0.59 -0.66 0.024
C -2.01 0.88 0.08 -0.283
N -2.19 2.03 0.71 0.173
C -1.22 2.96 0.64 -0.208
C -1.44 4.18 1.31 -0.014
C -0.49 5.17 1.27 -0.076
C 0.71 4.98 0.56 -0.071
C 0.95 3.80 -0.10 -0.013
C -0.01 2.77 -0.08 -0.086
H 1.86 3.66 -0.66 0.107
H 1.44 5.77 0.54 0.104
H -0.65 6.10 1.79 0.103
H -2.36 4.30 1.85 0.111
C -3.09 -0.08 0.18 -0.459
C -4.28 0.09 0.83 -0.105
C -5.13 -1.04 0.75 -0.183
C -4.56 -2.06 0.05 -1.028
S -2.98 -1.66 -0.54 1.046
Cl -5.25 -3.59 -0.27 0.642
H -6.10 -1.10 1.19 0.109
H -4.53 1.00 1.33 0.113
H -0.77 -0.36 -1.17 0.090

---

| no. | maximum force (hartree/bohr) | total energy (Ha) | HOMO (eV) |
| --- | --- | --- | --- |
| 1 | 0.0505 | -4390.77284 | -8.364 |
| 2 | 0.0155 | -1619.53277 | -7.903 |
| 3 | 0.1946 | -4850.30584 | -8.264 |
| 4 | 0.0874 | -1618.76029 | -9.656 |
| 5 | 0.0967 | -650.61233 | -10.293 |
| 6 | 0.0189 | -1947.26726 | -8.244 |